(1)
{"formula": "Cl2H2S2Si", "method": "ωB97M-V/def2-TZVPD", "species": ["Cl", "Cl", "S", "S", "Si", "H", "H"], "coordinates": [[-3.418, 1.009, 0.380], [2.006, 0.691, 1.666], [1.750, -1.829, -0.546], [0.384, 1.386, -1.468], [1.315, 0.228, -0.161], [2.176, -2.144, 0.681], [-4.213, 0.659, -0.552]], "forces_ev_per_a": [[0.097, 0.045, 0.123], [0.085, 0.164, 0.343], [-0.242, 0.610, -0.080], [0.751, -0.810, 1.047], [-0.674, -0.077, -1.450], [0.068, 0.116, 0.134], [-0.086, -0.048, -0.117]], "homo_ev": -9.52, "de_lowest_kcal_mol": 0.0, "energy_ha": -2007.542793, "e_lumo_ev": -0.2, "smiles": "S=[Si](S)Cl.Cl", "charge": 0, "gap_ev": 9.37}

(2)
{"formula": "Cl2H4N2P", "method": "ωB97M-V/def2-TZVPD", "species": ["Cl", "Cl", "P", "N", "N", "H", "H", "H", "H"], "coordinates": [[-1.106, 2.101, 0.112], [-2.374, -1.443, -0.521], [-0.323, 0.329, 0.023], [0.462, -0.066, 1.409], [0.545, 0.068, -1.325], [1.508, -0.386, 1.506], [0.157, 0.209, -2.185], [0.115, -0.012, 2.356], [1.018, -0.799, -1.376]], "forces_ev_per_a": [[-0.121, -0.301, -0.165], [2.440, 2.336, 0.917], [-1.555, -2.643, 0.380], [2.664, -0.604, -0.969], [0.966, 0.325, 3.539], [-2.619, 0.721, -1.035], [-1.709, 1.117, -2.810], [-0.897, 0.253, -0.191], [0.832, -1.204, 0.336]], "homo_ev": -14.93, "de_lowest_kcal_mol": 52.9, "energy_ha": -1373.369192, "e_lumo_ev": -7.0, "charge": 1, "gap_ev": 7.93}

(3)
{"formula": "Cl2HN", "method": "ωB97M-V/def2-TZVPD", "species": ["Cl", "Cl", "N", "H"], "coordinates": [[1.012, -0.576, -1.037], [-0.541, 1.749, 0.563], [0.208, -0.390, 0.380], [-0.678, -0.783, 0.094]], "forces_ev_per_a": [[0.974, 0.184, -0.959], [0.751, -2.419, -0.342], [-0.770, 2.055, 0.787], [-0.955, 0.180, 0.513]], "homo_ev": [-10.75, -10.76], "de_lowest_kcal_mol": 28.7, "energy_ha": -975.614648, "e_lumo_ev": [-2.5, -2.3], "charge": 0, "gap_ev": [8.22, 8.47]}

(4)
{"formula": "Cl2HN3", "method": "ωB97M-V/def2-TZVPD", "species": ["Cl", "Cl", "N", "N", "N", "H"], "coordinates": [[-0.976, -1.158, 1.061], [-3.803, -1.845, -0.072], [-2.606, -0.633, -0.283], [-2.578, 0.409, -0.716], [-0.229, 0.352, 0.994], [0.654, 0.316, 0.561]], "forces_ev_per_a": [[3.234, 0.669, 1.387], [-2.466, -2.100, 0.234], [1.064, 3.140, -1.859], [-0.515, -0.322, -0.079], [-2.811, -0.381, 1.463], [1.495, -1.006, -1.146]], "homo_ev": [-8.68, -10.03], "de_lowest_kcal_mol": 46.4, "energy_ha": -1085.037288, "e_lumo_ev": [-1.4, -1.2], "charge": 0, "gap_ev": [7.25, 8.82]}

(5)
{"formula": "Cl2HNO2S", "method": "ωB97M-V/def2-TZVPD", "species": ["Cl", "Cl", "S", "O", "O", "N", "H"], "coordinates": [[-4.045, -0.975, 0.290], [-2.935, 0.316, -0.821], [-1.013, 1.331, 0.290], [-0.555, 1.846, -0.965], [-1.856, 2.047, 1.181], [-0.431, -0.049, 0.661], [-0.079, -0.372, -0.298]], "forces_ev_per_a": [[-2.725, -3.084, 2.695], [1.436, 2.347, -3.404], [1.385, -1.381, -0.289], [-0.258, 0.928, 0.314], [0.775, -0.010, 0.172], [-0.507, 0.761, -1.277], [-0.106, 0.440, 1.788]], "homo_ev": [-8.85, -11.01], "de_lowest_kcal_mol": 0.0, "energy_ha": -1524.186141, "e_lumo_ev": [0.2, -4.8], "charge": 0, "multiplicity": 3, "gap_ev": [9.05, 6.18]}

(6)
{"formula": "Cl2HO3PS", "method": "ωB97M-V/def2-TZVPD", "species": ["Cl", "Cl", "S", "P", "O", "O", "O", "H"], "coordinates": [[1.010, -1.352, -1.954], [1.148, -1.881, 1.394], [-2.157, 1.216, 0.196], [-0.517, 0.253, 0.031], [0.758, 1.176, 0.245], [-0.391, -0.487, -1.369], [-0.276, -1.002, 1.282], [0.426, 2.077, 0.175]], "forces_ev_per_a": [[-0.917, 0.783, 0.645], [0.096, 0.233, -0.163], [0.284, -0.704, -0.055], [0.504, -1.392, 2.610], [0.162, -0.708, -0.240], [0.654, -0.784, -0.852], [-0.935, 2.142, -2.017], [0.153, 0.431, 0.073]], "homo_ev": -10.15, "de_lowest_kcal_mol": 0.0, "energy_ha": -1886.202134, "e_lumo_ev": -1.6, "smiles": "OP(=S)(OCl)OCl", "charge": 0, "gap_ev": 8.53}

(7)
{"formula": "Cl2HPS", "method": "ωB97M-V/def2-TZVPD", "species": ["Cl", "Cl", "S", "P", "H"], "coordinates": [[3.146, -1.406, 2.254], [0.704, -0.264, 3.639], [0.832, 0.602, 0.238], [1.167, -1.152, 1.951], [-0.598, 0.304, 0.369]], "forces_ev_per_a": [[0.525, 0.292, -0.337], [-0.457, 0.963, 1.233], [-1.655, -1.927, 1.970], [-0.761, 0.220, -2.635], [2.348, 0.452, -0.231]], "homo_ev": -9.37, "de_lowest_kcal_mol": 15.7, "energy_ha": -1660.546763, "e_lumo_ev": -0.6, "smiles": "SP(Cl)Cl", "charge": 0, "gap_ev": 8.77}

(8)
{"formula": "Cl2Na2O8", "method": "ωB97M-V/def2-TZVPD", "species": ["Cl", "Cl", "Na", "Na", "O", "O", "O", "O", "O", "O", "O", "O"], "coordinates": [[0.194, -1.285, 3.197], [-0.321, 0.582, -3.481], [-0.561, 2.486, 1.564], [0.849, 0.783, 0.053], [0.463, 0.070, 2.641], [0.769, -1.334, 4.573], [0.722, 0.767, -4.332], [-0.258, -0.733, -3.036], [0.964, -2.128, 2.331], [-1.641, 1.047, -4.003], [-1.276, -1.504, 2.945], [0.096, 1.249, -2.452]], "forces_ev_per_a": [[-0.228, -0.755, -0.466], [-5.826, -4.970, -8.549], [-0.536, -0.168, 0.965], [0.365, -1.576, -0.996], [-0.180, 2.555, -0.458], [-2.383, 0.197, -2.536], [3.353, 0.689, -6.715], [-2.154, -4.725, 0.342], [-0.261, -0.742, 0.348], [2.363, -1.118, 1.207], [2.924, 0.277, 1.821], [2.563, 10.337, 15.039]], "homo_ev": -9.24, "de_lowest_kcal_mol": 33.0, "energy_ha": -1846.270581, "e_lumo_ev": -3.9, "charge": 0, "gap_ev": 5.34}

(9)
{"formula": "Cl2O2S", "method": "ωB97M-V/def2-TZVPD", "species": ["Cl", "Cl", "S", "O", "O"], "coordinates": [[0.471, -1.861, 1.054], [-0.520, 1.186, -2.176], [0.655, 0.147, 0.870], [-0.322, 0.768, 1.698], [-0.285, -0.240, -1.447]], "forces_ev_per_a": [[0.100, -0.117, 0.031], [0.001, -0.319, 0.088], [0.707, -0.995, -1.590], [-1.085, 0.855, 0.855], [0.276, 0.577, 0.617]], "homo_ev": [-10.53, -9.32], "de_lowest_kcal_mol": 63.9, "energy_ha": -1468.905706, "e_lumo_ev": [-1.7, -2.4], "charge": 0, "gap_ev": [8.80, 6.95]}

(10)
{"formula": "Cl2O2S2", "method": "ωB97M-V/def2-TZVPD", "species": ["Cl", "Cl", "S", "S", "O", "O"], "coordinates": [[1.473, 0.835, -1.329], [0.455, -2.729, 0.379], [-1.265, -1.701, 0.107], [-0.093, 1.662, -0.412], [0.397, 2.122, 0.849], [-0.967, -0.188, 0.405]], "forces_ev_per_a": [[0.509, -0.433, -0.641], [0.150, -0.010, 0.054], [0.323, 2.126, -0.150], [-0.410, -0.190, -0.696], [-0.094, 0.400, 0.997], [-0.479, -1.893, 0.435]], "homo_ev": [-9.24, -8.25], "de_lowest_kcal_mol": 20.7, "energy_ha": -1867.159139, "e_lumo_ev": [-1.2, -2.0], "charge": 0, "gap_ev": [8.00, 6.24]}

(11)
{"formula": "Cl2O2S2", "method": "ωB97M-V/def2-TZVPD", "species": ["Cl", "Cl", "S", "S", "O", "O"], "coordinates": [[2.538, 1.162, 0.324], [-0.817, 1.500, -0.903], [1.860, -0.822, -0.320], [-1.487, -0.434, -0.286], [0.002, -1.012, 0.175], [-2.096, -0.394, 1.010]], "forces_ev_per_a": [[-1.001, -2.474, -0.684], [-0.377, -0.436, 0.212], [-2.675, 2.160, 1.146], [1.648, 0.190, 0.402], [2.840, 0.196, -0.676], [-0.434, 0.363, -0.399]], "homo_ev": -10.36, "de_lowest_kcal_mol": 26.2, "energy_ha": -1867.150390, "e_lumo_ev": -2.2, "charge": 0, "gap_ev": 8.18}

(12)
{"formula": "Cl2O3S2", "method": "ωB97M-V/def2-TZVPD", "species": ["Cl", "Cl", "S", "S", "O", "O", "O"], "coordinates": [[0.288, -0.418, 2.409], [1.032, 0.710, -0.739], [2.479, 0.542, -2.002], [-1.701, -0.267, 1.382], [-2.071, -1.539, 0.845], [2.146, 1.316, -3.199], [-1.557, 0.861, 0.524]], "forces_ev_per_a": [[-0.975, -0.097, -0.260], [-1.510, 0.222, 1.344], [1.676, -0.282, -1.304], [1.033, -0.433, 0.297], [0.011, -0.062, 0.272], [0.023, 0.110, -0.247], [-0.258, 0.542, -0.102]], "homo_ev": [-11.19, -9.01], "de_lowest_kcal_mol": 42.2, "energy_ha": -1942.383713, "e_lumo_ev": [-1.3, -4.1], "charge": 0, "gap_ev": [9.90, 4.89]}

What did the eighth record say?
{"formula": "Cl2Na2O8", "method": "ωB97M-V/def2-TZVPD", "species": ["Cl", "Cl", "Na", "Na", "O", "O", "O", "O", "O", "O", "O", "O"], "coordinates": [[0.194, -1.285, 3.197], [-0.321, 0.582, -3.481], [-0.561, 2.486, 1.564], [0.849, 0.783, 0.053], [0.463, 0.070, 2.641], [0.769, -1.334, 4.573], [0.722, 0.767, -4.332], [-0.258, -0.733, -3.036], [0.964, -2.128, 2.331], [-1.641, 1.047, -4.003], [-1.276, -1.504, 2.945], [0.096, 1.249, -2.452]], "forces_ev_per_a": [[-0.228, -0.755, -0.466], [-5.826, -4.970, -8.549], [-0.536, -0.168, 0.965], [0.365, -1.576, -0.996], [-0.180, 2.555, -0.458], [-2.383, 0.197, -2.536], [3.353, 0.689, -6.715], [-2.154, -4.725, 0.342], [-0.261, -0.742, 0.348], [2.363, -1.118, 1.207], [2.924, 0.277, 1.821], [2.563, 10.337, 15.039]], "homo_ev": -9.24, "de_lowest_kcal_mol": 33.0, "energy_ha": -1846.270581, "e_lumo_ev": -3.9, "charge": 0, "gap_ev": 5.34}